The following is a DFT calculation (ωB97M-V/def2-TZVPD) of 7 unconnected molecules or ions with the total composition C43H65NO10.

Structure (XYZ):
```
119
Properties=species:S:1:pos:R:3:forces:R:3:lowdin_charge:R:1
C 8.53601 -1.17599 -1.59430 -0.01 -0.35 0.32 -0.092
C 7.33389 -1.31633 -0.64786 -0.16 -0.08 -0.42 -0.257
C 6.64539 0.01576 -0.43130 0.11 -0.22 0.20 -0.210
N 5.56881 -0.04947 0.57233 -0.24 -0.02 -0.03 0.033
C 4.48163 -0.90162 0.25035 -0.11 0.06 -0.30 -0.200
C 4.55304 -2.25787 0.57921 -0.01 -0.06 0.09 -0.001
C 3.50258 -3.12813 0.32099 -0.14 0.19 -0.11 -0.039
C 2.33034 -2.66558 -0.26966 0.32 0.38 -0.11 -0.006
C 2.24032 -1.31722 -0.57466 0.13 0.05 0.10 -0.091
C 3.30184 -0.42820 -0.34193 -0.03 -0.56 0.26 -0.035
C 3.06560 0.99510 -0.70554 -0.16 -0.39 0.08 -0.291
O 3.89916 1.69717 -1.21965 0.46 0.52 0.05 0.135
C 1.69086 1.47427 -0.39230 -0.11 0.09 -0.09 -0.099
C 1.49230 2.75479 0.10673 -0.33 -0.41 -0.29 -0.017
C 0.19715 3.13504 0.43262 0.33 -0.11 -0.04 -0.055
C -0.86063 2.24848 0.27144 0.27 0.18 0.10 -0.011
C -0.67567 0.96486 -0.24455 0.35 -0.15 0.09 -0.136
C -1.83829 0.02468 -0.37150 -0.19 0.07 -0.44 -0.126
C -2.75277 0.41886 -1.55808 0.19 0.19 0.25 -0.157
C -3.91867 1.34204 -1.19288 0.27 -0.64 0.11 -0.207
C -4.85602 0.79866 -0.12399 -0.37 0.18 -0.29 -0.202
C -5.65886 -0.41133 -0.59389 0.16 -0.07 0.04 -0.174
C -6.85436 -0.59639 0.32156 0.35 0.40 0.04 -0.177
O -7.62878 -1.76128 0.01270 0.22 0.19 -0.42 0.006
C -7.00768 -2.92432 0.26688 -0.45 -0.32 0.06 -0.562
C -7.52783 -4.06440 -0.55013 -0.35 0.20 -0.27 0.024
O -6.12434 -3.05011 1.06483 0.60 0.15 0.37 0.106
C 0.62907 0.58354 -0.59142 -0.21 0.61 0.31 -0.026
C 0.98422 -0.75700 -1.13858 0.29 0.32 0.28 -0.292
O 0.33191 -1.32593 -1.97380 -0.53 -0.46 -0.31 0.135
H 8.76873 -0.13390 -1.78835 0.12 0.14 -0.05 0.068
H 8.37087 -1.67948 -2.54264 -0.11 0.09 -0.18 0.065
H 9.40791 -1.65102 -1.15247 0.22 0.11 0.02 0.065
H 7.61445 -1.75250 0.30650 0.11 0.06 0.17 0.096
H 6.61966 -2.00011 -1.10638 -0.10 -0.14 0.07 0.092
H 6.27089 0.37934 -1.39272 -0.05 0.14 -0.06 0.118
H 7.38552 0.71732 -0.05165 0.00 0.15 0.05 0.113
H 5.20628 0.88694 0.69301 0.10 0.11 -0.01 0.105
H 5.45042 -2.60542 1.07273 -0.08 -0.07 -0.02 0.084
H 3.55730 -4.17181 0.59483 0.23 -0.05 0.09 0.106
H 1.49398 -3.31180 -0.48532 -0.05 -0.11 0.00 0.116
H 2.33823 3.40738 0.25306 0.07 0.11 -0.04 0.122
H 0.05009 4.12357 0.84027 -0.25 0.07 0.05 0.107
H -1.84229 2.57582 0.57908 -0.18 -0.10 0.00 0.111
H -1.50518 -0.99122 -0.53156 0.24 -0.14 -0.01 0.103
H -2.37689 0.00981 0.56995 -0.23 0.15 0.15 0.083
H -2.13371 0.96607 -2.26628 0.06 -0.07 -0.23 0.119
H -3.07703 -0.48087 -2.07774 -0.22 -0.08 0.06 0.111
H -4.50163 1.50647 -2.09641 -0.04 0.22 -0.08 0.099
H -3.51180 2.30218 -0.89382 -0.07 0.23 0.02 0.091
H -5.56476 1.59516 0.11735 -0.06 0.09 0.10 0.116
H -4.34909 0.55951 0.80977 0.14 0.01 0.08 0.092
H -5.03408 -1.30298 -0.59766 0.06 -0.12 0.08 0.115
H -5.97997 -0.25510 -1.62330 -0.17 0.04 -0.10 0.125
H -7.50407 0.26297 0.19404 -0.36 -0.08 0.04 0.128
H -6.50289 -0.60504 1.35054 -0.15 -0.23 0.19 0.124
H -7.94095 -4.83245 0.09387 0.13 -0.16 0.11 0.089
H -8.29316 -3.74524 -1.24936 -0.06 0.06 -0.04 0.082
H -6.68190 -4.45462 -1.10815 0.04 -0.23 0.01 0.093
C -5.22886 3.64574 -4.99239 0.34 -0.21 0.13 -0.022
C -5.05973 4.21233 -3.60821 0.07 0.03 -0.03 -0.494
C -6.15770 5.12410 -3.11385 0.12 0.00 0.22 -0.019
O -4.09987 3.94928 -2.91917 -0.05 0.07 -0.01 0.054
H -4.37730 3.00999 -5.22879 0.03 0.05 0.02 0.084
H -6.14377 3.05609 -5.03921 0.02 0.17 -0.10 0.052
H -5.28352 4.45398 -5.72379 -0.17 -0.02 -0.01 0.089
H -7.10737 4.58651 -3.10277 -0.04 0.05 -0.14 0.079
H -6.24757 5.99041 -3.77104 -0.11 -0.05 -0.06 0.084
H -5.92355 5.46325 -2.10678 0.01 0.00 -0.01 0.079
C 7.00301 1.74573 3.43768 0.09 0.04 -0.24 -0.027
C 7.84632 0.49958 3.35057 -0.11 0.00 -0.08 -0.504
C 7.62857 -0.54028 4.42175 0.16 -0.13 -0.12 -0.018
O 8.65110 0.33435 2.46206 0.07 -0.01 -0.04 0.050
H 7.25208 2.40881 2.61100 0.05 0.00 0.00 0.079
H 5.94462 1.48278 3.38539 0.03 -0.01 0.19 0.052
H 7.19451 2.26195 4.38013 -0.13 -0.05 0.06 0.086
H 6.59242 -0.88133 4.39935 -0.04 0.10 0.09 0.086
H 7.84398 -0.11643 5.40411 -0.14 0.02 0.03 0.082
H 8.28818 -1.38718 4.24469 0.00 0.01 -0.02 0.077
C -9.35430 2.69278 -7.67728 0.21 -0.09 0.06 -0.019
C -9.16986 3.25858 -6.29143 0.01 -0.01 0.01 -0.487
C -10.25148 4.17633 -5.77764 0.16 0.00 0.18 -0.019
O -8.19796 2.98896 -5.62233 -0.24 -0.01 -0.03 0.051
H -8.51046 2.05271 -7.92383 0.00 0.00 0.01 0.083
H -10.27293 2.10608 -7.72170 -0.07 0.10 -0.06 0.086
H -9.41404 3.50227 -8.40623 -0.13 -0.01 -0.01 0.087
H -11.20548 3.64822 -5.74684 -0.04 0.06 -0.11 0.087
H -10.34681 5.04431 -6.43163 -0.11 -0.05 -0.06 0.087
H -9.99792 4.51210 -4.77467 0.00 -0.01 -0.01 0.079
C 1.72994 1.65346 5.33431 0.22 -0.01 0.18 -0.016
C 2.63788 1.13315 4.24750 -0.06 -0.02 0.00 -0.476
C 1.97341 0.69174 2.97152 0.29 -0.18 -0.04 0.006
O 3.83864 1.07484 4.39852 0.00 0.00 0.01 0.056
H 2.32422 1.93792 6.20020 0.02 0.01 -0.02 0.079
H 1.18031 2.52502 4.97475 -0.12 -0.08 -0.03 0.086
H 1.01769 0.87861 5.62293 -0.10 0.07 -0.13 0.071
H 1.43784 1.52805 2.52281 -0.18 -0.04 0.03 0.077
H 1.26985 -0.11665 3.18118 -0.07 0.17 0.00 0.072
H 2.72873 0.33361 2.27373 0.03 0.01 0.01 0.074
C 8.18185 -6.07315 2.13157 -0.12 0.12 0.16 -0.021
C 7.60962 -4.99025 1.25013 -0.01 0.04 0.01 -0.486
C 7.99385 -5.02208 -0.20890 -0.14 0.18 0.01 -0.010
O 6.87720 -4.13598 1.69466 0.09 -0.14 0.04 0.059
H 7.82961 -5.93520 3.15120 0.00 0.01 -0.01 0.082
H 7.86453 -7.05348 1.77280 0.12 -0.02 -0.06 0.085
H 9.27174 -6.02591 2.12034 0.01 -0.10 -0.08 0.086
H 7.66959 -5.96160 -0.65947 0.13 -0.05 0.01 0.087
H 9.07652 -4.93299 -0.31180 0.01 -0.12 -0.02 0.090
H 7.51821 -4.19409 -0.72892 0.00 0.01 0.01 0.066
C -2.79434 -0.29816 3.60074 0.23 0.21 0.04 -0.014
C -1.70432 -1.20640 4.11637 -0.03 -0.03 -0.01 -0.483
C -2.05220 -2.66524 4.27673 0.25 0.01 0.06 -0.015
O -0.60344 -0.78139 4.38570 -0.07 -0.02 0.04 0.054
H -2.41092 0.71820 3.53019 0.01 0.00 -0.01 0.084
H -3.11541 -0.62793 2.61154 -0.15 -0.10 0.07 0.065
H -3.64830 -0.30836 4.27965 -0.08 -0.11 -0.10 0.089
H -2.34900 -3.08608 3.31478 -0.14 0.01 0.03 0.088
H -2.87700 -2.77738 4.98189 -0.09 -0.02 -0.11 0.087
H -1.18577 -3.20539 4.65141 0.00 0.01 0.00 0.082
```
Forces are in eV/Å.

Its strongest force on any atom is 0.77 eV/Å. The value obtained for the HOMO energy is -8.26 eV. The LUMO energy comes out at -0.006 Ha. As for the electronic energy: -2484.67127 Eh.